No. 1
Molecular formula: C12H22N3O17S5
Method: DFT, wB97M-V/def2-TZVPD

Computed properties:
Gap between HOMO and LUMO (eV): 2.6
Highest occupied orbital energy (eV): -1.55
Relative energy (zero: lowest compared OMol25 entry of this formula, charge and spin) (kJ/mol): 0.0
LUMO level (eV): 1.0

Structure (ORCA input):
```
! RIJCOSX wB97M-V def2-TZVPD def2/J DEFGRID3
* xyz -1 1
N -2.736 8.411 -6.437
C -3.564 7.655 -5.551
C -2.817 7.054 -4.326
S -2.877 5.213 -4.193
C -1.469 4.799 -5.111
N -0.212 4.897 -4.804
N 0.512 4.417 -5.892
C -0.368 4.052 -6.756
O -1.630 4.240 -6.355
H -2.205 9.073 -5.864
H -4.011 6.823 -6.112
H -4.427 8.223 -5.106
H -3.204 7.399 -3.361
H -1.756 7.304 -4.406
H -0.196 3.625 -7.735
C -0.806 1.048 -2.385
C -0.304 0.891 -0.963
O -0.834 2.038 -0.286
S -2.266 2.422 -0.894
O -3.288 1.863 -0.076
O -2.252 3.791 -1.237
O -2.147 1.529 -2.213
H -0.229 1.784 -2.947
H -0.844 0.107 -2.926
H 0.778 0.905 -0.881
H -0.697 -0.014 -0.497
C -0.087 -0.575 3.267
C -1.142 -1.635 3.023
O -0.750 -2.214 1.758
S 0.826 -2.228 1.638
O 1.345 -3.501 2.011
O 1.184 -1.652 0.391
O 1.132 -1.207 2.816
H -0.258 0.328 2.679
H 0.026 -0.321 4.316
H -2.146 -1.235 2.924
H -1.130 -2.414 3.782
C 5.443 -3.425 1.528
C 4.468 -2.289 1.757
O 5.302 -1.223 2.242
S 6.738 -1.290 1.553
O 6.800 -0.404 0.448
O 7.719 -1.246 2.576
O 6.605 -2.780 0.988
H 5.717 -3.920 2.462
H 5.082 -4.156 0.811
H 3.719 -2.521 2.507
H 3.985 -1.976 0.830
C -1.040 -6.605 3.699
C -0.675 -6.702 5.168
O -1.321 -5.559 5.750
S -2.697 -5.264 4.997
O -3.786 -5.820 5.712
O -2.694 -3.894 4.623
O -2.410 -6.171 3.720
H -0.438 -5.860 3.175
H -0.989 -7.558 3.182
H 0.393 -6.624 5.350
H -1.070 -7.609 5.629
*
```

Results of the Mulliken charge analysis, in e, for atoms 1 through 2: number 1, N, carries -0.9216; number 2, C, carries -0.0779

=====

No. 2
Molecular formula: C12H22N3O6
Method: DFT, wB97M-V/def2-TZVPD

Computed properties:
Gap between HOMO and LUMO (eV): 6.3
Highest occupied orbital energy (eV): -12.24
Relative energy (zero: lowest compared OMol25 entry of this formula, charge and spin) (kJ/mol): 319.6
SMILES string: CCOCCOC[C@@H]1OCNC(N)=[N+]1CC(=O)OC(C)=O
LUMO level (eV): -5.9

Structure (ORCA input):
```
! RIJCOSX wB97M-V def2-TZVPD def2/J DEFGRID3
* xyz 1 1
C 0.871 3.964 0.665
C -0.321 4.296 1.719
O 0.067 3.688 2.982
C -0.845 2.633 3.353
C -0.737 1.322 2.386
O -0.818 0.172 3.274
C -0.387 -1.048 2.637
C -0.847 -1.216 1.112
O -1.068 -2.623 0.771
C -1.918 -2.686 -0.379
N -1.415 -1.909 -1.566
C -0.509 -0.825 -1.189
N -0.313 0.215 -2.055
N 0.194 -0.738 0.113
C 1.429 -1.593 0.160
C 1.683 -2.498 -1.134
O 1.160 -3.638 -1.250
O 2.559 -2.012 -2.149
C 2.153 -2.479 -3.460
C 1.328 -1.496 -4.444
O 2.445 -3.604 -3.899
H 1.571 4.866 0.536
H 0.476 3.643 -0.365
H 1.533 3.134 1.121
H -0.367 5.439 1.797
H -1.344 3.955 1.334
H -0.588 2.350 4.442
H -1.934 2.973 3.345
H -1.723 1.323 1.777
H 0.196 1.353 1.730
H -0.889 -1.911 3.219
H 0.746 -1.202 2.789
H -1.866 -0.705 0.910
H -2.973 -2.282 -0.126
H -2.097 -3.768 -0.740
H -2.243 -1.412 -1.961
H -1.063 0.925 -2.146
H 0.582 0.342 -2.551
H 1.509 -2.274 1.068
H 2.326 -0.864 0.228
H 1.889 -0.487 -4.508
H 1.293 -2.008 -5.461
H 0.256 -1.314 -4.087
*
```

Results of the Mulliken charge analysis, in e, for atoms 1 through 2: number 1, C, carries -0.7343; number 2, C, carries -0.2887

=====

No. 3
Molecular formula: C12H22N5O4S
Method: DFT, wB97M-V/def2-TZVPD

Computed properties:
Gap between HOMO and LUMO (eV): 7.9
Highest occupied orbital energy (eV): -12.82
LUMO level (eV): -4.9

Structure (ORCA input):
```
! RIJCOSX wB97M-V def2-TZVPD def2/J DEFGRID3
* xyz 1 1
C 1.801 -3.002 0.784
C 2.519 -1.774 0.127
N 3.283 -1.063 0.854
C 2.246 -1.565 -1.400
C 2.025 -0.055 -1.774
N 2.916 0.427 -2.621
N 2.784 1.703 -2.923
C 1.799 2.440 -2.390
C 0.757 2.021 -1.499
C 0.863 0.589 -1.127
C -0.131 -0.086 -0.172
C -1.547 0.614 -0.418
C -2.696 -0.137 0.349
C -4.032 -0.181 -0.508
S -4.188 -1.781 -1.371
O -4.682 -1.557 -2.716
O -5.114 -2.593 -0.597
O -2.743 -2.552 -1.460
H 0.687 -2.930 0.686
H 2.189 -3.945 0.311
H 2.098 -3.072 1.861
H 3.690 -0.328 0.254
H 3.093 -1.999 -1.988
H 1.277 -2.075 -1.646
H 3.453 2.124 -3.572
H 1.793 3.517 -2.680
H -0.035 2.680 -1.098
H 0.244 0.090 0.875
H -0.162 -1.191 -0.309
H -1.437 1.648 0.000
H -1.711 0.649 -1.527
H -2.926 0.354 1.324
H -2.318 -1.170 0.556
H -4.882 -0.089 0.201
H -4.041 0.650 -1.246
H -2.881 -3.463 -1.784
C 0.431 2.052 3.178
O -0.324 1.850 2.231
N 1.536 2.838 3.082
N 0.227 1.508 4.404
H 2.159 3.009 3.850
H 1.725 3.262 2.192
H -0.580 0.920 4.520
H 0.836 1.665 5.185
*
```

Results of the Mulliken charge analysis, in e, for atoms 1 through 2: number 1, C, carries -1.0759; number 2, C, carries 0.6988

=====

No. 4
Molecular formula: C12H22NO3P2S
Method: DFT, wB97M-V/def2-TZVPD

Computed properties:
Gap between HOMO and LUMO (eV): 7.0
Highest occupied orbital energy (eV): -11.79
Relative energy (zero: lowest compared OMol25 entry of this formula, charge and spin) (kJ/mol): 561.2
LUMO level (eV): -4.8

Structure (ORCA input):
```
! RIJCOSX wB97M-V def2-TZVPD def2/J DEFGRID3
* xyz 1 1
C 2.993 -1.643 3.954
C 2.264 -0.690 3.384
C 1.594 0.194 2.189
N 1.142 -0.636 1.025
C 1.993 -1.607 0.655
S 1.310 -2.533 -0.790
C -0.440 -2.049 -0.238
P -1.446 -2.453 -1.793
O -2.342 -3.680 -1.453
O -2.314 -1.147 -2.461
O -0.347 -3.026 -3.012
C -0.113 -0.517 0.161
C 0.026 0.518 -1.079
C 1.279 1.535 -0.997
C 0.931 2.935 -0.221
C 1.599 1.989 -2.547
P -1.557 -0.079 1.326
C -1.915 1.785 1.384
C -3.191 -0.895 0.815
H 3.612 -2.532 4.375
H 2.412 0.925 1.793
H 0.782 0.847 2.668
H 3.014 -1.935 1.062
H -0.821 -2.555 0.732
H -2.465 -0.417 -1.813
H -0.302 -4.016 -2.977
H -0.968 1.107 -1.152
H 0.121 -0.056 -2.093
H 2.256 1.076 -0.599
H -0.046 3.428 -0.610
H 0.979 2.844 0.924
H 1.783 3.677 -0.521
H 0.798 2.729 -2.955
H 2.653 2.452 -2.535
H 1.635 1.018 -3.192
H -2.743 1.928 2.191
H -1.026 2.434 1.718
H -2.404 2.156 0.389
H -3.108 -2.021 0.604
H -3.720 -0.306 -0.042
H -3.907 -0.785 1.732
*
```

Results of the Mulliken charge analysis, in e, for atoms 1 through 2: number 1, C, carries -0.2149; number 2, C, carries -0.6496

=====

No. 5
Molecular formula: C12H22O5Si
Method: DFT, wB97M-V/def2-TZVPD

Computed properties:
Gap between HOMO and LUMO (eV): 9.2
Highest occupied orbital energy (eV): -8.84
Relative energy (zero: lowest compared OMol25 entry of this formula, charge and spin) (kJ/mol): 106.4
SMILES string: C/C=C/C=C/C(=O)OCCC[Si](OC)(OC)OC
LUMO level (eV): 0.4

Structure (ORCA input):
```
! RIJCOSX wB97M-V def2-TZVPD def2/J DEFGRID3
* xyz 0 1
O 2.463 0.199 3.731
O 1.095 0.020 1.852
O -2.583 -0.299 -1.188
O -4.154 1.489 0.445
O -2.729 2.397 -1.656
C 2.234 -0.127 2.596
C 3.327 -0.882 1.904
C 3.247 -1.450 0.695
C 4.247 -2.294 -0.004
C 4.160 -2.669 -1.302
C -1.384 -0.492 -1.879
C -4.393 2.813 0.862
C -3.405 1.978 -2.834
C 5.068 -3.600 -1.960
C -0.003 0.537 2.696
C -1.302 0.430 1.954
C -1.295 1.360 0.753
Si -2.755 1.189 -0.464
H 4.144 -1.281 2.464
H 2.370 -1.059 0.142
H 4.980 -2.816 0.597
H 3.289 -2.396 -1.831
H -0.748 -1.202 -1.416
H -1.680 -0.930 -2.845
H -0.904 0.401 -2.128
H -5.379 2.971 1.300
H -3.686 3.042 1.692
H -4.279 3.465 -0.001
H -3.462 2.802 -3.585
H -2.798 1.149 -3.347
H -4.307 1.456 -2.699
H 4.903 -3.729 -3.002
H 6.164 -3.362 -1.838
H 4.855 -4.517 -1.442
H 0.249 1.614 2.931
H 0.038 0.049 3.624
H -2.236 0.660 2.515
H -1.415 -0.649 1.559
H -0.378 1.339 0.152
H -1.557 2.393 0.957
*
```

Results of the Mulliken charge analysis, in e, for atoms 1 through 2: number 1, O, carries -0.5536; number 2, O, carries -0.1889

=====

No. 6
Molecular formula: C12H23AlN5O3
Method: DFT, wB97M-V/def2-TZVPD

Computed properties:
Gap between HOMO and LUMO (eV): 10.2
Highest occupied orbital energy (eV): -19.32
LUMO level (eV): -9.2

Structure (ORCA input):
```
! RIJCOSX wB97M-V def2-TZVPD def2/J DEFGRID3
* xyz 3 1
Al 0.611 0.191 0.187
N -1.933 0.011 -2.888
C -2.946 -0.067 -1.764
C -2.766 -1.355 -0.941
C -2.054 -1.270 0.415
N -0.536 -1.414 0.319
C -2.451 -0.014 1.181
C -2.254 1.281 0.402
N -0.777 1.659 0.287
C -2.984 1.234 -0.946
H -1.991 -0.817 -3.487
H -0.958 0.092 -2.528
H -2.114 0.817 -3.493
H -3.896 -0.146 -2.288
H -2.334 -2.150 -1.556
H -3.772 -1.712 -0.709
H -2.389 -2.137 0.985
H -0.327 -2.037 -0.463
H -0.250 -1.952 1.140
H -1.959 0.021 2.155
H -3.516 -0.097 1.412
H -2.718 2.090 0.965
H -0.584 2.313 1.046
H -0.665 2.227 -0.553
H -2.713 2.092 -1.567
H -4.036 1.401 -0.702
O 0.714 0.394 2.180
C 2.007 0.300 2.848
C 2.997 -0.018 1.772
C 4.329 -0.205 2.066
C 5.203 -0.522 1.038
C 4.709 -0.654 -0.254
C 3.370 -0.446 -0.480
N 2.505 -0.117 0.515
H 0.032 0.621 2.825
H 1.966 -0.493 3.595
H 2.225 1.251 3.336
H 4.676 -0.107 3.086
H 6.255 -0.672 1.244
H 5.355 -0.914 -1.080
H 2.962 -0.536 -1.470
O 0.984 0.830 -3.631
N 1.492 0.734 -2.606
O 0.530 0.293 -1.593
*
```

Results of the Mulliken charge analysis, in e, for atoms 1 through 2: number 1, Al, carries 0.2766; number 2, N, carries 0.0065